# 1
The following is a DFT calculation (wB97M-V/def2-TZVPD) of a cluster of 6 separate species, C19H44BN2O8S in total in a non-equilibrium geometry.

```
! RIJCOSX wB97M-V def2-TZVPD def2/J DEFGRID3
* xyz 1 1
C 0.8280 -2.3294 1.8602
B 1.3023 -1.1371 0.9466
O 2.1741 -1.2808 -0.1196
C 0.7014 0.3129 1.2748
C 1.6070 1.4783 1.7272
N 0.5646 2.5229 1.8826
C -0.4206 2.3408 1.0784
C -1.6705 3.1846 1.0281
C -2.8802 2.2445 0.8405
O -3.8868 2.5937 1.8019
C -4.7274 1.5029 1.9646
O -4.9567 1.0226 3.0181
C -0.0813 1.1070 0.1845
N 0.8300 1.6522 -0.8366
C 0.4832 1.3768 -1.9780
S 0.1092 1.0079 -3.4498
H 1.2812 -3.2825 1.5912
H 1.0363 -2.0469 2.9063
H -0.2677 -2.4277 1.8085
H 1.8067 -1.9512 -0.7075
H -0.0389 0.2603 2.0851
H 2.0635 1.2045 2.6844
H 2.4508 1.7607 1.1004
H 0.6637 3.2649 2.5641
H -1.7541 3.6454 2.0173
H -1.5900 3.9384 0.2459
H -2.6053 1.1986 1.0233
H -3.2559 2.3038 -0.1881
H -5.1694 1.1315 1.0237
H -0.9666 0.5897 -0.1815
C 4.9615 -1.5642 4.9987
C 3.5738 -1.1148 4.5920
O 2.7292 -2.2275 4.2895
H 5.4192 -2.1544 4.2038
H 5.6015 -0.7093 5.2168
H 4.9155 -2.1953 5.8871
H 3.6218 -0.4979 3.6918
H 3.1142 -0.5250 5.3930
H 2.6761 -2.7750 5.0789
C -3.9724 2.2881 -4.5490
C -4.3661 2.6404 -3.1278
O -3.2693 2.4304 -2.2281
H -3.6481 1.2496 -4.6128
H -4.8083 2.4386 -5.2331
H -3.1342 2.9069 -4.8807
H -5.1863 2.0118 -2.7859
H -4.6845 3.6849 -3.0625
H -2.5477 2.9924 -2.5264
C 0.0419 -2.6850 -6.5077
C 0.9158 -2.8694 -5.2819
O 1.5803 -1.6565 -4.9245
H 0.6422 -2.3429 -7.3519
H -0.4494 -3.6198 -6.7824
H -0.7264 -1.9294 -6.3279
H 1.6916 -3.6092 -5.4723
H 0.3165 -3.2131 -4.4309
H 0.9106 -0.9916 -4.7360
C -2.8420 0.1136 -8.8869
C -3.2360 0.4641 -7.4653
O -2.1479 0.2588 -6.5610
H -2.5186 -0.9261 -8.9465
H -3.6769 0.2616 -9.5725
H -2.0054 0.7326 -9.2199
H -4.0569 -0.1680 -7.1294
H -3.5560 1.5091 -7.3995
H -1.4250 0.8244 -6.8490
C 3.3624 -1.7796 10.0300
C 4.1513 -2.1083 8.7766
O 5.0492 -1.0546 8.4335
H 2.7975 -0.8569 9.8929
H 2.6679 -2.5830 10.2795
H 4.0334 -1.6262 10.8777
H 3.4790 -2.2423 7.9281
H 4.7204 -3.0336 8.9132
H 5.6538 -0.9375 9.1718
*
```

HOMO level (eV): -12.0
ΔE to the lowest compared entry with this formula, charge and spin (kcal per mole): 0.00
Total energy (Ha): -1884.525157

# 2
The following is a DFT calculation (wB97M-V/def2-TZVPD) of a cluster of 2 separate species, CH7N2S in total in a non-equilibrium geometry.

```
! RIJCOSX wB97M-V def2-TZVPD def2/J DEFGRID3
* xyz 0 2
S -1.5876 -0.6306 -2.0501
H -2.3469 -0.2459 -3.0841
N 1.4217 -0.6102 0.1857
C 0.4622 -0.0640 1.1813
N -0.5468 0.8307 0.7015
H 1.6294 0.1455 -0.4659
H 0.9783 -1.2699 -0.4547
H 1.1508 0.4388 1.8578
H 0.0554 -0.9331 1.6805
H -1.0128 0.5627 -0.1573
H -0.2038 1.7760 0.6054
*
```

HOMO level (spin up / spin down) (eV): -8.8 / -8.8
ΔE to the lowest compared entry with this formula, charge and spin (kcal per mole): 2.50
Expectation value of S²: 0.753
Total energy (Ha): -549.920985

# 3
The following is a DFT calculation (wB97M-V/def2-TZVPD) of a cluster of 2 separate species, H4OS2 in total in a non-equilibrium geometry.

```
! RIJCOSX wB97M-V def2-TZVPD def2/J DEFGRID3
* xyz 0 1
O 2.4353 1.0220 0.3182
H 2.6557 0.4826 1.1111
H 2.0524 0.3790 -0.3207
S -1.2421 0.4341 -0.6860
S -2.8573 -0.5512 0.1080
H -0.2525 -0.0737 0.0790
H -2.7916 -1.6928 -0.6096
*
```

HOMO level (eV): -9.7
ΔE to the lowest compared entry with this formula, charge and spin (kcal per mole): 3.79
SMILES: SS.O
Total energy (Ha): -873.994925

# 4
The following is a DFT calculation (wB97M-V/def2-TZVPD) of a structure of composition C20H30N5O4PtS2 in a non-equilibrium geometry.

```
! RIJCOSX wB97M-V def2-TZVPD def2/J DEFGRID3
* xyz -2 2
Pt 0.0328 -0.2477 -0.9064
C 4.2481 -3.0719 1.2815
C 3.0087 -3.5211 0.5315
N 2.0475 -2.4526 0.4649
C 2.0878 -1.3474 1.2409
N 1.4122 -0.2991 0.8990
C 1.4457 0.8757 1.7506
C 1.6267 0.5094 3.2146
C 2.8633 -0.3501 3.3654
N 2.8537 -1.4249 2.3994
C 3.8050 -2.4920 2.6102
H 4.7507 -2.2930 0.7015
H 4.9457 -3.8997 1.4356
H 2.5846 -4.4056 1.0301
H 3.2494 -3.8039 -0.4974
H 1.6643 -2.2671 -0.4946
H 0.5089 1.4060 1.6091
H 2.2412 1.5619 1.4231
H 0.7441 -0.0448 3.5455
H 1.7196 1.4036 3.8361
H 2.9130 -0.7909 4.3699
H 3.7682 0.2670 3.2420
H 3.3745 -3.2884 3.2382
H 4.6598 -2.0793 3.1583
O 1.9421 3.0831 -2.8591
S 0.7063 2.5908 -2.1438
C -0.3264 4.0759 -1.9945
C -0.6246 4.4383 -3.4412
C -1.1855 3.1502 -4.0461
C -0.3968 1.9719 -3.4439
H 0.2478 4.8228 -1.4467
H -1.2099 3.7778 -1.4241
H 0.3253 4.6853 -3.9208
H -1.2966 5.2953 -3.5443
H -1.1417 3.1580 -5.1368
H -2.2350 3.0411 -3.7612
H 0.2769 1.4444 -4.1175
H -1.0532 1.2256 -3.0035
O -0.9534 1.4130 0.1293
N -1.8727 1.3269 1.1209
C -2.4603 2.5152 1.5330
C -3.3378 2.5204 2.5799
C -3.6624 1.3409 3.2767
C -3.0073 0.1477 2.8339
C -2.1350 0.1623 1.7856
H -2.1593 3.3860 0.9725
H -3.7766 3.4724 2.8614
H -4.3678 1.3396 4.0956
H -3.1839 -0.8069 3.3145
H -1.6184 -0.7158 1.4174
O -2.1564 -0.6024 -3.5984
C -2.0677 -1.4785 -2.7591
C -2.4887 -2.9134 -3.0180
C -2.5925 -3.5015 -1.6262
C -1.9057 -2.4641 -0.7424
O -1.6843 -2.6724 0.4388
N -1.6324 -1.3215 -1.4539
H -1.6846 -3.3653 -3.6021
H -3.4058 -2.9384 -3.6080
H -2.0912 -4.4590 -1.4890
H -3.6254 -3.6100 -1.2855
S 1.2856 -1.4799 -2.3422
*
```

HOMO level (spin up / spin down) (eV): 1.0 / 0.1
ΔE to the lowest compared entry with this formula, charge and spin (kcal per mole): 54.67
Expectation value of S²: 0.764
Total energy (Ha): -2270.479467

# 5
The following is a DFT calculation (wB97M-V/def2-TZVPD) of a cluster of 2 separate species, C4H11NO in total in a non-equilibrium geometry.

```
! RIJCOSX wB97M-V def2-TZVPD def2/J DEFGRID3
* xyz 0 1
C -1.0398 1.7741 1.3796
N -0.0879 0.9513 0.6282
C -0.5110 -0.4188 0.3390
C -0.3217 -2.0214 -1.5736
C -0.3631 -0.7786 -1.1276
H -2.0353 1.3631 1.2761
H -1.0961 2.7568 0.9279
H -0.8019 1.8164 2.4412
H 0.8341 1.0142 1.0212
H 0.0035 -1.1288 0.9882
H -1.5561 -0.5211 0.6286
H -0.2508 -2.1698 -2.6442
H -0.3416 -2.8742 -0.9130
H -0.2118 0.1303 -1.6866
H 3.3221 -0.2669 -0.6421
H 1.8911 0.2522 -0.8589
O 2.5663 0.1211 -0.1842
*
```

HOMO level (eV): -8.6
ΔE to the lowest compared entry with this formula, charge and spin (kcal per mole): 43.37
SMILES: C=CCNC.O
Total energy (Ha): -288.947905

# 6
The following is a DFT calculation (wB97M-V/def2-TZVPD) of a cluster of 16 separate species, C42H87BCl30N3O5 in total in a non-equilibrium geometry.

```
! RIJCOSX wB97M-V def2-TZVPD def2/J DEFGRID3
* xyz 1 1
C 2.7811 -2.6748 1.6568
C 4.0155 -1.9588 1.1311
C 3.8450 -0.4400 1.0969
C 2.9243 0.0854 -0.0021
N 1.7503 0.8953 0.4124
C 0.4355 0.3284 0.0821
C 0.0122 -0.6999 1.1423
C 1.8666 2.0526 1.0069
N 0.7818 2.8819 1.3071
C -0.1238 2.4490 2.3846
C -0.6972 3.6086 3.1722
O -0.1490 3.7633 4.4952
C -0.5876 2.8302 5.3584
O -0.3244 2.8523 6.5875
N 3.1744 2.5158 1.2970
O 3.3575 3.8038 0.7114
B 3.4928 2.6098 2.7335
O 2.6515 2.1637 3.7074
O 4.7016 3.1614 3.0792
C 5.8209 2.3229 2.7693
C 6.0917 1.2998 3.8324
H 2.4657 -2.2047 2.5795
H 1.9843 -2.6953 0.9312
H 3.0581 -3.6861 1.9091
H 4.8127 -2.1437 1.8319
H 4.3541 -2.3386 0.1867
H 3.5574 -0.0988 2.0852
H 4.8204 -0.0411 0.8868
H 3.4529 0.6740 -0.7308
H 2.5478 -0.7663 -0.5427
H -0.3131 1.0970 0.0183
H 0.4763 -0.1288 -0.8925
H 0.7766 -0.7657 1.8981
H -0.0899 -1.6641 0.6758
H -0.9384 -0.4720 1.5901
H 0.2637 3.1261 0.4743
H 0.3078 1.6946 3.0092
H -0.9787 1.9724 1.9217
H -0.6021 4.5186 2.6084
H -1.7609 3.4208 3.2418
H -1.1923 2.0072 4.9502
H 2.8606 3.8740 -0.1273
H 3.0739 1.5474 4.3153
H 6.6816 2.9684 2.6829
H 5.6960 1.8686 1.7980
H 5.2898 0.5732 3.9144
H 6.9717 0.7548 3.5255
H 6.3286 1.7557 4.7798
Cl 6.0813 -1.0528 -1.2912
C 6.0220 -1.4896 -3.0272
C 5.2823 -0.4898 -3.8771
Cl 3.5274 -0.4789 -3.5581
H 5.5797 -2.4792 -3.1028
H 7.0556 -1.5462 -3.3618
H 5.4043 -0.7497 -4.9264
H 5.6573 0.5187 -3.7251
Cl 7.2271 1.2434 9.5877
C 6.2677 0.7225 8.1770
C 7.0303 -0.2371 7.3016
Cl 8.3884 0.5611 6.4660
H 5.9665 1.6122 7.6292
H 5.3710 0.2370 8.5611
H 6.3729 -0.6324 6.5278
H 7.4247 -1.0710 7.8756
Cl 1.9165 4.0346 -1.9975
C 3.0621 5.1859 -2.7628
C 3.1947 4.9975 -4.2467
Cl 4.0013 3.4605 -4.6550
H 4.0185 5.0615 -2.2619
H 2.6868 6.1844 -2.5490
H 3.8125 5.8002 -4.6453
H 2.2374 5.0245 -4.7629
Cl -0.6207 -2.4060 9.1918
C 0.0173 -0.7632 8.9096
C 0.4534 -0.5608 7.4844
Cl 1.9004 -1.5330 7.0753
H 0.8370 -0.5981 9.6019
H -0.7827 -0.0648 9.1460
H 0.7147 0.4820 7.3263
H -0.3340 -0.8268 6.7852
Cl 7.6722 -2.0425 2.4081
C 7.9567 -3.6962 3.0166
C 7.4408 -4.7432 2.0666
Cl 5.6599 -4.7487 1.9771
H 7.4886 -3.7796 3.9935
H 9.0322 -3.8079 3.1372
H 7.7444 -5.7304 2.4093
H 7.8272 -4.5936 1.0623
Cl 0.7967 6.6187 -6.0083
C 1.9744 7.8376 -6.5771
C 2.2422 7.7386 -8.0538
Cl 3.1346 6.2514 -8.4647
H 2.8902 7.7129 -6.0055
H 1.5508 8.8115 -6.3413
H 2.8608 8.5767 -8.3676
H 1.3209 7.7538 -8.6292
Cl -3.1177 1.4930 -4.0643
C -3.8034 0.9419 -5.6156
C -4.9292 1.8339 -6.0576
Cl -6.3085 1.6706 -4.9433
H -4.1483 -0.0804 -5.4843
H -2.9996 0.9438 -6.3495
H -5.2681 1.5468 -7.0513
H -4.6321 2.8776 -6.0829
Cl -9.4745 -2.2787 -3.5939
C -9.5440 -0.6863 -4.4008
C -10.0483 -0.7886 -5.8147
Cl -8.8899 -1.6250 -6.8829
H -8.5497 -0.2482 -4.3633
H -10.2178 -0.0640 -3.8153
H -10.1947 0.2086 -6.2246
H -10.9935 -1.3225 -5.8629
Cl -4.9796 -1.5626 1.0945
C -6.6099 -1.4388 0.3706
C -6.5635 -1.4643 -1.1332
Cl -5.8185 0.0037 -1.8188
H -7.0729 -0.5278 0.7390
H -7.1827 -2.2889 0.7349
H -7.5721 -1.5127 -1.5361
H -6.0074 -2.3237 -1.4975
Cl 3.6287 -0.7197 9.8099
C 4.1366 -0.3280 11.4774
C 2.9750 0.1302 12.3182
Cl 2.3497 1.7131 11.7885
H 4.9168 0.4259 11.4209
H 4.5643 -1.2339 11.9023
H 3.2940 0.2405 13.3525
H 2.1542 -0.5817 12.2841
Cl -3.7751 2.1988 2.7932
C -4.6061 2.4800 1.2347
C -3.7289 2.1482 0.0557
Cl -2.3606 3.2910 -0.1165
H -4.9365 3.5147 1.2159
H -5.4816 1.8365 1.2219
H -4.3080 2.2083 -0.8628
H -3.3190 1.1446 0.1366
Cl 2.8274 -7.1426 4.2337
C 2.2024 -6.1410 5.5694
C 2.1460 -4.6834 5.1999
Cl 3.7740 -3.9804 5.0096
H 2.8330 -6.3064 6.4382
H 1.2002 -6.4993 5.7957
H 1.6460 -4.1221 5.9864
H 1.6053 -4.5317 4.2685
Cl -12.3113 -4.2701 -11.5177
C -11.0511 -3.4296 -10.5734
C -11.5550 -2.9755 -9.2298
Cl -12.7551 -1.6604 -9.3595
H -10.6974 -2.5968 -11.1586
H -10.2350 -4.1333 -10.4359
H -10.7240 -2.5883 -8.6455
H -12.0140 -3.7931 -8.6800
Cl 0.1362 -3.3420 -1.2833
C -1.5772 -3.6665 -1.6574
C -2.2499 -2.5385 -2.3836
Cl -2.3996 -1.1074 -1.3295
H -2.0799 -3.8618 -0.7140
H -1.6032 -4.5739 -2.2571
H -3.2562 -2.8428 -2.6653
H -1.7156 -2.2413 -3.2820
Cl -8.5285 -2.9249 -12.4453
C -6.9218 -2.3431 -11.9418
C -6.2459 -3.3061 -11.0031
Cl -7.0740 -3.3767 -9.4241
H -7.0472 -1.3661 -11.4832
H -6.3260 -2.2263 -12.8450
H -5.2246 -2.9811 -10.8142
H -6.2174 -4.3113 -11.4139
*
```

HOMO level (eV): -11.5
Total energy (Ha): -16023.489756

# 7
The following is a DFT calculation (wB97M-V/def2-TZVPD) of a cluster of 8 separate species, C59H72BrF4N4OS in total in a non-equilibrium geometry.

```
! RIJCOSX wB97M-V def2-TZVPD def2/J DEFGRID3
* xyz 1 1
C 5.1119 -2.8662 0.3567
C 5.0483 -1.4780 -0.4809
C 3.7727 -0.6811 0.0674
C 3.7217 0.8602 -0.3461
C 3.2348 1.1422 -1.8383
C 1.6951 0.7250 -2.0958
C 0.6551 1.8257 -1.5937
C -0.4946 1.2818 -0.6578
N -0.1291 0.0882 0.1823
C 0.3215 0.4382 1.5446
O -0.1413 -0.6473 2.4283
C 0.6294 -0.6970 3.5916
F 1.9475 -1.1647 3.3669
F 0.6260 0.5156 4.3050
F 0.0462 -1.6395 4.4638
C -1.1465 -0.9489 0.1569
N -2.4175 -0.7989 0.4822
N -2.8691 0.4232 0.9551
C -4.1422 0.3901 1.2335
S -5.7637 0.6390 1.0614
N -0.7105 -2.2842 -0.3241
C -0.8480 -3.3258 0.7499
C 0.6580 -3.7375 1.1802
C 1.5341 -4.2779 -0.0414
Br 0.5234 -5.0281 2.6759
C -1.4183 -2.6498 -1.5836
C -0.8914 -1.6777 -2.7600
F -0.9757 -3.9618 -1.9742
H 4.2468 -2.9346 1.1099
H 5.1511 -3.7856 -0.3066
H 6.0693 -2.8597 0.9926
H 6.0429 -0.9526 -0.2539
H 4.9302 -1.6950 -1.5879
H 3.8334 -0.7361 1.2161
H 2.8497 -1.2751 -0.2307
H 4.7971 1.2564 -0.2392
H 3.1182 1.4474 0.4392
H 3.9082 0.6246 -2.6008
H 3.3201 2.2641 -2.0569
H 1.6035 0.6399 -3.2396
H 1.5286 -0.3220 -1.6938
H 0.1380 2.2401 -2.5343
H 1.2149 2.7103 -1.1450
H -0.8196 2.1455 0.0359
H -1.4528 0.9831 -1.2311
H -0.0924 1.4216 1.9480
H 1.4574 0.4872 1.6015
H -3.1219 -1.5509 0.3933
H -1.4886 -4.2176 0.4691
H -1.2763 -2.7974 1.6748
H 1.1929 -2.7948 1.5614
H 1.1527 -5.3135 -0.3197
H 2.6310 -4.3843 0.2719
H 1.5325 -3.5627 -0.9331
H -2.5530 -2.5903 -1.5254
H -1.2604 -0.6108 -2.6493
H 0.2558 -1.7151 -2.7485
H -1.1846 -2.0948 -3.7884
C 2.0411 2.5014 -5.5539
C 1.4736 3.7712 -5.5862
C 0.3673 4.0187 -6.3928
C -0.1774 2.9933 -7.1600
C 0.3883 1.7227 -7.1247
C 1.4999 1.4773 -6.3252
H 2.9058 2.3094 -4.9272
H 1.8941 4.5687 -4.9827
H -0.0714 5.0101 -6.4231
H -1.0430 3.1851 -7.7851
H -0.0375 0.9231 -7.7216
H 1.9439 0.4879 -6.3018
C 7.4473 0.4290 2.5719
C 7.9246 1.3256 1.6213
C 9.2744 1.6605 1.5960
C 10.1491 1.0908 2.5157
C 9.6723 0.1914 3.4639
C 8.3210 -0.1365 3.4951
H 6.3935 0.1705 2.5936
H 7.2434 1.7647 0.8997
H 9.6451 2.3645 0.8591
H 11.2023 1.3481 2.4931
H 10.3549 -0.2537 4.1798
H 7.9486 -0.8335 4.2378
C -5.2029 5.5536 -8.4566
C -4.6342 6.4957 -7.6056
C -3.2545 6.6724 -7.5849
C -2.4438 5.9132 -8.4231
C -3.0129 4.9736 -9.2768
C -4.3918 4.7904 -9.2908
H -6.2783 5.4138 -8.4702
H -5.2669 7.0924 -6.9573
H -2.8109 7.4024 -6.9166
H -1.3683 6.0544 -8.4106
H -2.3806 4.3828 -9.9315
H -4.8346 4.0543 -9.9526
C 5.7111 -0.4326 7.2501
C 5.1266 0.8293 7.2648
C 3.9962 1.0817 6.4952
C 3.4437 0.0686 5.7173
C 4.0259 -1.1952 5.7053
C 5.1623 -1.4443 6.4685
H 6.5947 -0.6281 7.8478
H 5.5532 1.6171 7.8762
H 3.5447 2.0678 6.5017
H 2.5634 0.2644 5.1237
H 3.5950 -1.9860 5.1005
H 5.6197 -2.4275 6.4552
C -6.7187 -5.1866 1.7832
C -5.7798 -4.1637 1.8597
C -6.1778 -2.8402 1.6993
C -7.5177 -2.5389 1.4721
C -8.4566 -3.5622 1.3994
C -8.0569 -4.8860 1.5505
H -6.4080 -6.2183 1.9049
H -4.7364 -4.3983 2.0439
H -5.4446 -2.0438 1.7526
H -7.8298 -1.5065 1.3519
H -9.5009 -3.3278 1.2240
H -8.7885 -5.6836 1.4884
C -6.6348 0.3079 -3.6423
C -6.1967 1.2170 -4.6001
C -4.8508 1.5633 -4.6688
C -3.9403 0.9926 -3.7852
C -4.3779 0.0808 -2.8300
C -5.7256 -0.2586 -2.7553
H -7.6844 0.0410 -3.5872
H -6.9052 1.6569 -5.2934
H -4.5112 2.2769 -5.4113
H -2.8898 1.2590 -3.8420
H -3.6662 -0.3663 -2.1408
H -6.0667 -0.9660 -2.0064
C -2.0022 -0.7154 9.2419
C -1.2981 -0.8314 8.0480
C -1.9829 -1.0076 6.8502
C -3.3737 -1.0582 6.8455
C -4.0779 -0.9386 8.0391
C -3.3925 -0.7715 9.2378
H -1.4678 -0.5814 10.1760
H -0.2141 -0.7851 8.0511
H -1.4337 -1.1046 5.9209
H -3.9085 -1.1910 5.9108
H -5.1621 -0.9765 8.0351
H -3.9413 -0.6837 10.1688
*
```

HOMO level (eV): -10.7
Total energy (Ha): -5956.848566